Formula: C6H10O
Source: OMol25
Level of theory: wB97M-V/def2-TZVPD

Calculated values
* ΔE to the lowest compared entry with this formula, charge and spin: 171.2 kJ/mol
* LUMO energy: 0.041 Eh
* E: -8429.4663 eV
* M: 98.14 g/mol
* total charge: 0
* orbital gap: 10.23 eV
* HOMO level: -9.127 eV

Geometry (Å):
C 0.891 -1.459 0.045
C -0.355 -1.766 -0.314
C -1.305 -0.614 -0.391
O -0.827 0.347 -1.318
C -0.593 1.493 -0.538
C 0.355 1.043 0.760
C 1.388 -0.039 0.321
H 1.633 -2.255 0.117
H -0.680 -2.783 -0.522
H -1.205 -0.123 0.568
H -2.368 -0.800 -0.530
H -1.579 1.909 -0.237
H -0.163 2.228 -1.253
H -0.100 0.650 1.708
H 0.865 1.937 1.116
H 1.844 0.351 -0.593
H 2.199 -0.119 1.063